Entry from the Open Molecules 2025 dataset: a structure of composition C9H14N4O3S (ωB97M-V/def2-TZVPD).

Geometry as XYZ:
```
31
C9H14N4O3S, DFT ωB97M-V/def2-TZVPD
C -2.279 -1.077 0.428
C -0.933 -1.688 -0.120
C -3.003 -0.301 -0.679
C 1.324 -1.211 -0.142
C 1.933 -2.615 0.068
C 2.289 -0.134 0.242
C 1.791 1.290 0.246
C 2.376 2.100 -0.810
C 0.728 3.221 0.250
H -1.274 0.687 1.314
H -2.518 -0.045 2.415
H -2.836 -1.884 0.778
H -3.145 -1.154 -1.362
H -2.480 0.624 -1.147
H -4.396 1.656 0.311
H -0.308 -0.551 1.282
H 1.311 -1.024 -1.211
H 2.892 -0.468 1.287
H 3.170 0.089 -0.804
H 3.373 2.031 -1.357
H 0.038 4.100 0.575
H 2.065 4.107 -1.171
H 0.683 -2.984 -1.471
N -1.879 -0.241 1.492
N 0.069 -1.182 0.495
N 0.650 1.915 0.570
N 1.774 3.289 -0.542
O -0.924 -2.390 -1.188
O 2.799 -3.010 1.011
O 1.284 -3.394 -0.637
S -4.577 0.244 -0.124
```

Its HOMO-LUMO gap is 0.3395 Eh. As for the energy relative to the best compared isomer or geometry (same formula, charge and spin): 148.9 kcal per mole.

Here are the Löwdin charges for atoms 1 to 5, given in e: -0.40 -0.39 -0.59 -0.29 -0.46


Entry from the Open Molecules 2025 dataset: a cluster of 9 separate species, C36H49F8N2O26 in total (ωB97M-V/def2-TZVPD).

Geometry as XYZ:
```
121
C36H49F8N2O26, DFT ωB97M-V/def2-TZVPD
C 0.233 -3.528 1.540
C -0.528 -2.388 0.893
C -1.345 -2.950 -0.262
C 0.448 -1.340 0.384
C 0.779 -0.164 1.322
C 0.261 1.161 0.750
C 0.770 2.408 1.477
O 1.666 3.106 0.596
C -0.247 3.395 2.017
N -0.162 3.550 3.471
C 0.404 -0.417 2.784
C -0.902 -1.189 3.070
C -0.650 -2.281 4.093
C -1.923 -0.249 3.668
N -1.479 -1.748 1.822
O -2.306 -0.969 1.225
H -0.393 -4.142 2.154
H 0.663 -4.124 0.769
H 1.058 -3.162 2.117
H -0.848 -3.759 -0.722
H -1.597 -2.199 -0.976
H -2.261 -3.346 0.130
H 0.054 -0.939 -0.522
H 1.354 -1.847 0.117
H 1.848 -0.077 1.296
H 0.658 1.232 -0.242
H -0.809 1.106 0.661
H 1.399 2.111 2.286
H 1.161 3.385 -0.192
H -0.050 4.324 1.527
H -1.255 3.123 1.762
H 0.147 2.688 3.895
H -1.085 3.732 3.840
H 1.217 -0.949 3.235
H 0.332 0.484 3.329
H 0.260 -2.800 3.884
H -1.435 -3.013 4.084
H -0.549 -1.830 5.057
H -2.898 -0.690 3.648
H -1.669 -0.061 4.687
H -1.962 0.676 3.142
C 2.284 5.968 2.723
C 2.879 7.281 2.259
O 2.861 8.055 3.450
C 2.930 7.201 4.510
O 3.181 7.517 5.626
O 2.696 5.936 4.102
F 2.130 7.880 1.306
H 1.198 5.966 2.663
H 2.672 5.108 2.183
H 3.905 7.220 1.896
C 5.110 -1.001 -2.856
C 3.840 -0.328 -2.372
O 2.907 -1.404 -2.385
C 3.603 -2.559 -2.199
O 3.116 -3.601 -1.899
O 4.917 -2.347 -2.373
F 3.407 0.647 -3.200
H 5.174 -1.001 -3.940
H 6.015 -0.572 -2.438
H 3.892 0.080 -1.362
C 0.919 -5.719 -2.153
C 1.601 -6.897 -1.489
O 0.564 -7.871 -1.467
C -0.285 -7.610 -2.496
O -1.114 -8.359 -2.897
O -0.043 -6.382 -2.996
F 1.989 -6.633 -0.221
H 0.401 -5.111 -1.418
H 1.589 -5.100 -2.732
H 2.453 -7.300 -2.036
C 2.684 0.575 -8.302
C 1.904 0.376 -7.015
O 2.881 -0.205 -6.166
C 4.110 0.199 -6.585
O 5.112 0.079 -5.961
O 4.021 0.755 -7.812
F 0.867 -0.476 -7.160
H 2.640 -0.321 -8.921
H 2.370 1.438 -8.880
H 1.539 1.294 -6.555
C 1.387 3.784 7.704
C 0.038 3.152 7.986
O -0.165 2.362 6.823
C 1.048 2.041 6.305
O 1.213 1.206 5.470
O 2.011 2.781 6.877
F -0.958 4.054 8.097
H 1.270 4.704 7.139
H 1.982 3.966 8.593
H 0.013 2.501 8.861
C -3.067 -9.274 -5.568
C -4.440 -9.845 -5.277
O -4.720 -10.579 -6.457
C -3.533 -10.955 -7.021
O -3.415 -11.765 -7.876
O -2.517 -10.271 -6.444
F -5.383 -8.887 -5.110
H -3.147 -8.326 -6.100
H -2.444 -9.146 -4.688
H -4.479 -10.520 -4.422
C -1.923 7.135 -1.743
C -1.694 5.651 -1.544
O -0.814 5.637 -0.420
C -1.052 6.765 0.316
O -0.682 6.938 1.426
O -1.780 7.640 -0.408
F -1.067 5.081 -2.604
H -1.147 7.564 -2.377
H -2.904 7.375 -2.139
H -2.583 5.071 -1.310
C -4.440 1.603 0.724
C -5.395 2.605 1.343
O -5.123 3.783 0.590
C -4.653 3.409 -0.625
O -4.536 4.134 -1.561
O -4.328 2.106 -0.622
F -5.138 2.841 2.647
H -3.466 1.638 1.207
H -4.797 0.582 0.722
H -6.451 2.359 1.234
```

Its spin multiplicity is 2. Its HOMO-LUMO gap (alpha / beta) is 0.3208 / 0.3523 Eh.

Here are the Löwdin charges for atoms 1 to 5, given in e: -0.01 -0.47 -0.01 -0.07 -0.24


Entry from the Open Molecules 2025 dataset: the molecule C13H30O3Si4 (ωB97M-V/def2-TZVPD).

Geometry as XYZ:
```
50
C13H30O3Si4, DFT ωB97M-V/def2-TZVPD
C -3.243 -0.707 -0.033
C -2.498 0.193 -0.647
Si -1.676 -0.267 -2.137
C -1.743 1.358 -3.114
C -2.534 -1.724 -3.008
O -0.040 -0.570 -1.838
Si 0.775 -0.832 -0.383
C 1.573 -2.503 -0.441
O -0.254 -0.897 0.934
Si -0.002 -1.044 2.578
C -1.332 -0.328 3.742
C 1.770 -0.397 2.780
C 0.159 -2.853 2.784
C -0.665 -3.548 2.005
O 1.836 0.393 -0.070
Si 2.010 1.958 -0.694
C 2.466 1.644 -2.510
C 3.240 2.988 0.191
C 0.294 2.688 -0.573
C 0.023 3.308 0.527
H -3.847 -0.318 0.788
H -3.669 -1.655 -0.388
H -2.205 1.122 -0.236
H -0.676 1.637 -3.114
H -2.349 2.072 -2.482
H -2.156 1.442 -4.120
H -2.502 -2.756 -2.566
H -3.619 -1.542 -3.112
H -2.249 -1.781 -4.072
H 2.532 -2.338 -0.853
H 1.733 -2.976 0.532
H 0.958 -3.178 -1.032
H -2.214 -1.013 3.791
H -1.737 0.561 3.322
H -0.906 -0.144 4.766
H 1.536 0.615 2.572
H 2.137 -0.362 3.793
H 2.343 -1.008 2.109
H 0.888 -3.291 3.434
H -0.635 -4.580 2.063
H -1.265 -3.141 1.257
H 2.802 2.503 -3.115
H 3.273 0.927 -2.407
H 1.717 1.068 -2.940
H 4.287 2.583 0.165
H 3.279 3.982 -0.140
H 2.991 3.057 1.209
H -0.287 2.597 -1.459
H 0.606 3.273 1.432
H -0.928 3.784 0.711
```

Its HOMO-LUMO gap is 0.3716 Eh.

Here are the Löwdin charges for atoms 1 to 5, given in e: -0.04 -0.24 0.40 -0.15 -0.17


Entry from the Open Molecules 2025 dataset: a structure of composition C16H32F3NNbO7S (ωB97M-V/def2-TZVPD).

Geometry as XYZ:
```
61
C16H32F3NNbO7S, DFT ωB97M-V/def2-TZVPD
N 4.506 2.233 4.165
C 3.293 2.189 4.081
O 1.978 2.332 3.498
Nb 0.950 0.502 3.762
C -0.150 -1.423 4.240
C 0.215 -2.683 3.305
C 1.786 -3.043 3.210
C 2.218 -2.840 1.660
S 4.030 -2.550 1.417
O 4.459 -1.186 1.881
O 4.852 -3.682 2.002
O 4.280 -2.581 -0.264
C -0.382 0.932 1.910
C 0.466 1.497 0.660
O 1.367 0.494 0.108
C -0.483 2.059 -0.527
F -1.863 2.269 -0.088
F -0.522 1.228 -1.690
F -0.012 3.386 -0.949
H 2.190 -0.309 2.721
H 1.973 0.202 5.251
H -0.231 1.394 4.865
H -1.281 -1.211 4.077
H -0.067 -1.774 5.336
H -0.191 -2.626 2.237
H -0.294 -3.608 3.791
H 2.453 -2.484 3.948
H 1.946 -4.171 3.422
H 1.674 -1.888 1.294
H 1.785 -3.708 1.056
H 3.555 -2.030 -0.665
H -1.194 1.672 2.280
H -0.837 -0.078 1.595
H 1.088 2.381 1.030
H 0.843 -0.278 -0.214
C -1.498 5.214 -4.572
C -1.484 3.822 -3.984
C -2.650 3.873 -3.023
O -3.605 4.792 -3.575
C -2.984 5.506 -4.653
H -0.996 5.288 -5.539
H -1.016 5.914 -3.882
H -1.679 3.086 -4.771
H -0.545 3.558 -3.496
H -2.342 4.253 -2.044
H -3.120 2.896 -2.884
H -3.411 5.134 -5.591
H -3.209 6.571 -4.566
C -1.994 -3.617 -1.149
C -1.896 -2.884 -2.466
C -0.620 -2.087 -2.288
O 0.231 -2.849 -1.420
C -0.540 -3.912 -0.842
H -2.611 -4.517 -1.190
H -2.409 -2.952 -0.384
H -1.776 -3.603 -3.284
H -2.763 -2.258 -2.686
H -0.815 -1.126 -1.802
H -0.107 -1.901 -3.234
H -0.218 -4.850 -1.307
H -0.341 -3.968 0.231
```

Its HOMO-LUMO gap is 0.2645 Eh. As for the net charge: -1. As for the energy relative to the best compared isomer or geometry (same formula, charge and spin): 87.9 kcal per mole.

Here are the Löwdin charges for atoms 1 to 5, given in e: 0.08 -0.43 -0.44 1.49 -0.43